Formula: C22H25N3O3
Source: OMol25
Level of theory: wB97M-V/def2-TZVPD

Values from the calculation:
E_HOMO (eV): -8.18
Kohn-Sham gap (eV): 8.80

Bonds (Å) are listed after each position.
Atoms and positions in Å:
1 O 2.411 3.248 0.474  C2 1.208
2 C 2.984 2.339 -0.080  O1 1.208, N3 1.348, C18 1.538
3 N 4.212 2.415 -0.631  C2 1.348, H4 1.006, C5 1.440
4 H 4.722 3.279 -0.707  N3 1.006
5 C 4.589 1.212 -1.328  N3 1.440, N6 1.442, H52 1.094, H53 1.107
6 N 3.663 0.216 -0.850  C5 1.442, C7 1.404, C18 1.470
7 C 4.140 -0.977 -0.282  N6 1.404, C8 1.396, C12 1.393
8 C 3.382 -2.136 -0.459  C7 1.396, C9 1.381, H17 1.079
9 C 3.807 -3.344 0.057  C8 1.381, C10 1.385, H16 1.080
10 C 5.006 -3.427 0.745  C9 1.385, C11 1.384, H15 1.079
11 C 5.769 -2.286 0.920  C10 1.384, C12 1.383, H14 1.080
12 C 5.341 -1.070 0.419  C7 1.393, C11 1.383, H13 1.080
13 H 5.942 -0.189 0.595  C12 1.080
14 H 6.701 -2.337 1.463  C11 1.080
15 H 5.343 -4.372 1.142  C10 1.079
16 H 3.206 -4.229 -0.090  C9 1.080
17 H 2.459 -2.079 -1.016  C8 1.079
18 C 2.488 0.899 -0.292  C2 1.538, N6 1.470, C19 1.539, C44 1.531
19 C 1.337 0.890 -1.314  C18 1.539, H20 1.091, C21 1.524, H51 1.091
20 H 1.130 -0.148 -1.578  C19 1.091
21 C 0.076 1.522 -0.737  C19 1.524, N22 1.455, H49 1.091, H50 1.102
22 N -0.331 0.807 0.462  C21 1.455, C23 1.450, C43 1.455
23 C -1.637 1.221 0.935  N22 1.450, C24 1.531, H41 1.093, H42 1.102
24 C -2.763 0.582 0.119  C23 1.531, C25 1.530, O34 1.416, H40 1.101
25 C -2.623 -0.940 0.057  C24 1.530, H26 1.090, O27 1.409, H39 1.099
26 H -1.675 -1.217 -0.403  C25 1.090
27 O -3.649 -1.500 -0.730  C25 1.409, C28 1.372
28 C -4.890 -0.995 -0.434  O27 1.372, C29 1.389, C33 1.398
29 C -6.010 -1.679 -0.892  C28 1.389, C30 1.381, H38 1.078
30 C -7.278 -1.223 -0.588  C29 1.381, C31 1.386, H37 1.079
31 C -7.440 -0.085 0.186  C30 1.386, C32 1.381, H36 1.079
32 C -6.333 0.613 0.629  C31 1.381, C33 1.389, H35 1.078
33 C -5.053 0.175 0.313  C28 1.398, C32 1.389, O34 1.372
34 O -3.986 0.920 0.747  C24 1.416, C33 1.372
35 H -6.432 1.510 1.220  C32 1.078
36 H -8.429 0.265 0.438  C31 1.079
37 H -8.140 -1.762 -0.948  C30 1.079
38 H -5.857 -2.570 -1.480  C29 1.078
39 H -2.668 -1.342 1.078  C25 1.099
40 H -2.779 0.968 -0.912  C24 1.101
41 H -1.759 0.885 1.967  C23 1.093
42 H -1.768 2.315 0.922  C23 1.102
43 C 0.695 0.956 1.484  N22 1.455, C44 1.526, H47 1.093, H48 1.100
44 C 1.986 0.288 1.019  C18 1.531, C43 1.526, H45 1.090, H46 1.092
45 H 1.788 -0.772 0.862  C44 1.090
46 H 2.751 0.386 1.792  C44 1.092
47 H 0.352 0.456 2.393  C43 1.093
48 H 0.885 2.014 1.715  C43 1.100
49 H -0.723 1.456 -1.477  C21 1.091
50 H 0.261 2.587 -0.519  C21 1.102
51 H 1.638 1.422 -2.218  C19 1.091
52 H 5.633 0.943 -1.143  C5 1.094
53 H 4.459 1.344 -2.419  C5 1.107

List of Löwdin charges in e, atom by atom:
1. O 0.078
2. C -0.424
3. N 0.127
4. H 0.154
5. C -0.150
6. N -0.018
7. C -0.243
8. C -0.031
9. C -0.080
10. C -0.097
11. C -0.086
12. C -0.027
13. H 0.107
14. H 0.103
15. H 0.099
16. H 0.104
17. H 0.111
18. C -0.331
19. C -0.069
20. H 0.117
21. C -0.169
22. N -0.158
23. C -0.130
24. C -0.278
25. C -0.116
26. H 0.130
27. O -0.018
28. C -0.202
29. C -0.007
30. C -0.098
31. C -0.098
32. C -0.006
33. C -0.194
34. O 0.005
35. H 0.118
36. H 0.099
37. H 0.099
38. H 0.118
39. H 0.149
40. H 0.159
41. H 0.132
42. H 0.140
43. C -0.169
44. C -0.072
45. H 0.113
46. H 0.137
47. H 0.125
48. H 0.121
49. H 0.119
50. H 0.126
51. H 0.128
52. H 0.119
53. H 0.129

=====

Formula: C22H25N3O4
Source: OMol25
Level of theory: wB97M-V/def2-TZVPD

Values from the calculation:
E_HOMO (eV): -7.72
Kohn-Sham gap (eV): 8.20

Bonds (Å) are listed after each position.
Atoms and positions in Å:
1 C 1.519 0.430 -7.578  C2 1.523, H52 1.087, H53 1.087, H54 1.088
2 C 1.759 -0.951 -6.981  C1 1.523, C3 1.532, H50 1.092, H51 1.092
3 C 3.190 -1.087 -6.452  C2 1.532, O4 1.411, H48 1.094, H49 1.098
4 O 3.477 -0.190 -5.401  C3 1.411, C5 1.363
5 C 2.975 -0.423 -4.155  O4 1.363, C6 1.389, C10 1.396
6 C 2.289 -1.562 -3.753  C5 1.389, C7 1.385, H47 1.079
7 C 1.845 -1.687 -2.447  C6 1.385, C8 1.390, H46 1.078
8 C 2.068 -0.682 -1.512  C7 1.390, C9 1.395, N13 1.403
9 C 2.761 0.459 -1.917  C8 1.395, C10 1.376, H12 1.076
10 C 3.206 0.581 -3.213  C5 1.396, C9 1.376, H11 1.078
11 H 3.743 1.462 -3.528  C10 1.078
12 H 2.953 1.246 -1.208  C9 1.076
13 N 1.590 -0.820 -0.200  C8 1.403, C14 1.359, C41 1.451
14 C 2.016 -0.131 0.890  N13 1.359, O15 1.210, C16 1.525
15 O 2.890 0.704 0.936  C14 1.210
16 C 1.215 -0.618 2.093  C14 1.525, H17 1.092, C18 1.529, H45 1.089
17 H 1.846 -1.295 2.673  C16 1.092
18 C 0.020 -1.350 1.481  C16 1.529, C19 1.534, C41 1.530, H44 1.092
19 C -1.179 -0.405 1.330  C18 1.534, O20 1.210, N21 1.358
20 O -1.603 -0.043 0.256  C19 1.210
21 N -1.679 -0.053 2.543  C19 1.358, C22 1.387, H40 1.026
22 C -2.745 0.779 2.851  N21 1.387, C23 1.395, C27 1.412
23 C -3.528 1.376 1.863  C22 1.395, C24 1.379, H39 1.077
24 C -4.609 2.161 2.204  C23 1.379, C25 1.386, H38 1.079
25 C -4.939 2.358 3.536  C24 1.386, C26 1.380, H37 1.079
26 C -4.155 1.796 4.523  C25 1.380, C27 1.395, H36 1.081
27 C -3.036 1.024 4.211  C22 1.412, C26 1.395, C28 1.487
28 C -2.172 0.457 5.280  C27 1.487, O29 1.230, N30 1.347
29 O -1.465 -0.537 5.116  C28 1.230
30 N -2.181 1.115 6.456  C28 1.347, H31 1.006, C32 1.442
31 H -2.704 1.970 6.547  N30 1.006
32 C -1.401 0.688 7.591  N30 1.442, H33 1.091, H34 1.091, H35 1.089
33 H -2.048 0.494 8.448  C32 1.091
34 H -0.665 1.448 7.862  C32 1.091
35 H -0.885 -0.229 7.311  C32 1.089
36 H -4.444 1.937 5.555  C26 1.081
37 H -5.803 2.946 3.804  C25 1.079
38 H -5.208 2.609 1.426  C24 1.079
39 H -3.280 1.202 0.829  C23 1.077
40 H -1.272 -0.485 3.379  N21 1.026
41 C 0.544 -1.778 0.108  N13 1.451, C18 1.530, H42 1.096, H43 1.094
42 H 0.948 -2.797 0.142  C41 1.096
43 H -0.248 -1.719 -0.644  C41 1.094
44 H -0.293 -2.206 2.082  C18 1.092
45 H 0.946 0.221 2.733  C16 1.089
46 H 1.323 -2.589 -2.172  C7 1.078
47 H 2.093 -2.372 -4.438  C6 1.079
48 H 3.898 -0.815 -7.240  C3 1.094
49 H 3.395 -2.122 -6.148  C3 1.098
50 H 1.054 -1.117 -6.164  C2 1.092
51 H 1.596 -1.722 -7.736  C2 1.092
52 H 0.485 0.532 -7.899  C1 1.087
53 H 1.730 1.196 -6.836  C1 1.087
54 H 2.167 0.593 -8.436  C1 1.088

List of Löwdin charges in e, atom by atom:
1. C -0.101
2. C -0.229
3. C -0.214
4. O -0.053
5. C -0.270
6. C -0.020
7. C -0.014
8. C -0.181
9. C 0.008
10. C 0.010
11. H 0.120
12. H 0.105
13. N 0.024
14. C -0.424
15. O 0.076
16. C -0.025
17. H 0.134
18. C -0.179
19. C -0.411
20. O 0.090
21. N 0.144
22. C -0.141
23. C 0.005
24. C -0.065
25. C -0.086
26. C -0.041
27. C -0.067
28. C -0.418
29. O 0.035
30. N 0.019
31. H 0.126
32. C -0.057
33. H 0.086
34. H 0.087
35. H 0.083
36. H 0.108
37. H 0.102
38. H 0.108
39. H 0.102
40. H 0.105
41. C -0.102
42. H 0.133
43. H 0.128
44. H 0.153
45. H 0.127
46. H 0.104
47. H 0.105
48. H 0.128
49. H 0.118
50. H 0.100
51. H 0.111
52. H 0.069
53. H 0.074
54. H 0.073

=====

Formula: C22H25N3O4
Source: OMol25
Level of theory: wB97M-V/def2-TZVPD

Values from the calculation:
E_HOMO (eV): -8.48
Kohn-Sham gap (eV): 9.21

Bonds (Å) are listed after each position.
Atoms and positions in Å:
1 C -0.446 -2.922 -4.371  C2 1.524, H52 1.088, H53 1.086, H54 1.087
2 C 0.423 -2.998 -3.122  C1 1.524, C3 1.529, H50 1.092, H51 1.093
3 C 0.165 -1.882 -2.110  C2 1.529, H4 1.090, H5 1.094, C6 1.546
4 H -0.896 -1.851 -1.861  C3 1.090
5 H 0.714 -2.106 -1.190  C3 1.094
6 C 0.597 -0.468 -2.557  C3 1.546, N7 1.445, C11 1.536, C39 1.513
7 N 2.011 -0.417 -2.852  C6 1.445, C8 1.350, H38 1.005
8 C 2.730 0.254 -1.928  N7 1.350, O9 1.203, N10 1.404
9 O 3.922 0.399 -1.864  C8 1.203
10 N 1.799 0.831 -1.049  C8 1.404, C11 1.365, C13 1.437
11 C 0.523 0.424 -1.309  C6 1.536, N10 1.365, O12 1.204
12 O -0.457 0.726 -0.678  C11 1.204
13 C 2.190 1.364 0.227  N10 1.437, H14 1.093, H15 1.093, C16 1.539
14 H 1.547 2.209 0.483  C13 1.093
15 H 3.234 1.680 0.151  C13 1.093
16 C 2.049 0.244 1.272  C13 1.539, O17 1.212, N18 1.344
17 O 1.798 -0.897 0.951  C16 1.212
18 N 2.250 0.651 2.538  C16 1.344, H19 1.008, C20 1.451
19 H 2.376 1.632 2.730  N18 1.008
20 C 2.036 -0.220 3.678  N18 1.451, C21 1.507, H36 1.094, H37 1.094
21 C 0.801 0.176 4.445  C20 1.507, C22 1.388, C26 1.390
22 C -0.418 0.281 3.790  C21 1.388, C23 1.384, H35 1.080
23 C -1.565 0.652 4.467  C22 1.384, C24 1.391, H34 1.078
24 C -1.509 0.924 5.830  C23 1.391, C25 1.396, O29 1.361
25 C -0.285 0.822 6.493  C24 1.396, C26 1.379, H28 1.078
26 C 0.853 0.457 5.805  C21 1.390, C25 1.379, H27 1.081
27 H 1.793 0.382 6.333  C26 1.081
28 H -0.254 1.037 7.549  C25 1.078
29 O -2.570 1.293 6.600  C24 1.361, C30 1.407
30 C -3.836 1.397 5.995  O29 1.407, H31 1.095, H32 1.089, H33 1.095
31 H -3.847 2.161 5.211  C30 1.095
32 H -4.519 1.689 6.791  C30 1.089
33 H -4.159 0.440 5.574  C30 1.095
34 H -2.493 0.722 3.922  C23 1.078
35 H -0.474 0.068 2.732  C22 1.080
36 H 1.926 -1.229 3.270  C20 1.094
37 H 2.916 -0.190 4.327  C20 1.094
38 H 2.448 -1.026 -3.521  N7 1.005
39 C -0.259 0.137 -3.648  C6 1.513, C40 1.390, C44 1.390
40 C -1.631 0.254 -3.461  C39 1.390, C41 1.383, H49 1.078
41 C -2.425 0.818 -4.442  C40 1.383, C42 1.385, H48 1.080
42 C -1.861 1.278 -5.619  C41 1.385, C43 1.384, H47 1.080
43 C -0.492 1.187 -5.801  C42 1.384, C44 1.384, H46 1.080
44 C 0.307 0.627 -4.820  C39 1.390, C43 1.384, H45 1.080
45 H 1.374 0.574 -4.969  C44 1.080
46 H -0.040 1.556 -6.710  C43 1.080
47 H -2.482 1.714 -6.387  C42 1.080
48 H -3.490 0.902 -4.284  C41 1.080
49 H -2.075 -0.078 -2.535  C40 1.078
50 H 1.477 -3.009 -3.408  C2 1.092
51 H 0.223 -3.944 -2.613  C2 1.093
52 H -0.296 -3.809 -4.983  C1 1.088
53 H -0.206 -2.049 -4.971  C1 1.086
54 H -1.498 -2.868 -4.100  C1 1.087

List of Löwdin charges in e, atom by atom:
1. C -0.093
2. C -0.230
3. C -0.104
4. H 0.122
5. H 0.122
6. C -0.301
7. N 0.169
8. C -0.478
9. O 0.107
10. N 0.064
11. C -0.368
12. O 0.132
13. C -0.019
14. H 0.139
15. H 0.138
16. C -0.463
17. O 0.085
18. N 0.074
19. H 0.151
20. C -0.124
21. C -0.221
22. C -0.020
23. C -0.011
24. C -0.278
25. C -0.004
26. C -0.040
27. H 0.110
28. H 0.117
29. O -0.085
30. C -0.091
31. H 0.095
32. H 0.092
33. H 0.096
34. H 0.104
35. H 0.118
36. H 0.129
37. H 0.122
38. H 0.158
39. C -0.163
40. C -0.030
41. C -0.069
42. C -0.088
43. C -0.079
44. C -0.036
45. H 0.110
46. H 0.103
47. H 0.101
48. H 0.104
49. H 0.113
50. H 0.100
51. H 0.110
52. H 0.071
53. H 0.061
54. H 0.079

=====

Formula: C22H25N3O5S
Source: OMol25
Level of theory: wB97M-V/def2-TZVPD

Values from the calculation:
E_HOMO (eV): -8.99
Kohn-Sham gap (eV): 9.15

Bonds (Å) are listed after each position.
Atoms and positions in Å:
1 C -7.021 -0.350 0.236  C2 1.495, H54 1.089, H55 1.090, H56 1.087
2 C -5.888 -1.319 0.138  C1 1.495, C3 1.390, C7 1.396
3 C -6.122 -2.689 0.135  C2 1.390, C4 1.383, H53 1.080
4 C -5.085 -3.600 0.053  C3 1.383, C5 1.384, H52 1.080
5 C -3.778 -3.152 -0.035  C4 1.384, C6 1.382, H51 1.080
6 C -3.522 -1.794 -0.043  C5 1.382, C7 1.390, H50 1.081
7 C -4.565 -0.881 0.042  C2 1.396, C6 1.390, N8 1.417
8 N -4.261 0.503 0.027  C7 1.417, C9 1.358, C46 1.445
9 C -4.660 1.377 -0.933  N8 1.358, O10 1.207, C11 1.523
10 O -5.390 1.123 -1.860  C9 1.207
11 C -4.027 2.726 -0.622  C9 1.523, H12 1.090, C13 1.527, H49 1.090
12 H -3.592 3.140 -1.531  C11 1.090
13 C -2.963 2.431 0.434  C11 1.527, H14 1.093, C15 1.533, C46 1.541
14 H -2.902 3.213 1.194  C13 1.093
15 C -1.582 2.276 -0.214  C13 1.533, O16 1.205, N17 1.369
16 O -1.394 2.321 -1.403  C15 1.205
17 N -0.604 2.071 0.722  C15 1.369, C18 1.396, H45 1.011
18 C 0.755 1.819 0.528  N17 1.396, C19 1.395, C23 1.397
19 C 1.341 1.777 -0.737  C18 1.395, C20 1.382, H44 1.077
20 C 2.691 1.508 -0.855  C19 1.382, C21 1.382, H43 1.078
21 C 3.453 1.282 0.275  C20 1.382, C22 1.382, S26 1.787
22 C 2.887 1.326 1.534  C21 1.382, C23 1.381, H25 1.079
23 C 1.538 1.594 1.663  C18 1.397, C22 1.381, H24 1.081
24 H 1.086 1.632 2.644  C23 1.081
25 H 3.514 1.153 2.395  C22 1.079
26 S 5.190 0.910 0.082  C21 1.787, O27 1.432, O28 1.439, N29 1.681
27 O 5.797 1.877 -0.783  S26 1.432
28 O 5.759 0.712 1.389  S26 1.439
29 N 5.064 -0.527 -0.783  S26 1.681, C30 1.449, C37 1.451
30 C 4.773 -1.684 0.040  N29 1.449, H31 1.091, C32 1.533, H42 1.095
31 H 4.092 -1.369 0.831  C30 1.091
32 C 6.054 -2.273 0.640  C30 1.533, H33 1.091, O34 1.411, H41 1.099
33 H 5.850 -3.223 1.137  C32 1.091
34 O 7.003 -2.552 -0.367  C32 1.411, C35 1.412
35 C 7.341 -1.384 -1.084  O34 1.412, H36 1.091, C37 1.530, H40 1.100
36 H 8.085 -1.685 -1.823  C35 1.091
37 C 6.107 -0.780 -1.758  N29 1.451, C35 1.530, H38 1.089, H39 1.095
38 H 6.350 0.173 -2.225  C37 1.089
39 H 5.707 -1.473 -2.505  C37 1.095
40 H 7.776 -0.636 -0.403  C35 1.100
41 H 6.468 -1.555 1.361  C32 1.099
42 H 4.278 -2.428 -0.594  C30 1.095
43 H 3.170 1.475 -1.821  C20 1.078
44 H 0.737 1.955 -1.611  C19 1.077
45 H -0.889 2.092 1.692  N17 1.011
46 C -3.418 1.090 1.043  N8 1.445, C13 1.541, H47 1.094, H48 1.100
47 H -2.584 0.425 1.285  C46 1.094
48 H -4.000 1.253 1.961  C46 1.100
49 H -4.797 3.407 -0.260  C11 1.090
50 H -2.506 -1.436 -0.138  C6 1.081
51 H -2.963 -3.855 -0.106  C5 1.080
52 H -5.296 -4.658 0.055  C4 1.080
53 H -7.141 -3.044 0.203  C3 1.080
54 H -6.810 0.422 0.975  C1 1.089
55 H -7.162 0.144 -0.726  C1 1.090
56 H -7.942 -0.859 0.508  C1 1.087

List of Löwdin charges in e, atom by atom:
1. C -0.030
2. C -0.194
3. C -0.040
4. C -0.083
5. C -0.084
6. C -0.013
7. C -0.164
8. N 0.005
9. C -0.437
10. O 0.090
11. C -0.023
12. H 0.126
13. C -0.180
14. H 0.148
15. C -0.416
16. O 0.107
17. N 0.131
18. C -0.205
19. C 0.016
20. C -0.036
21. C -0.282
22. C -0.054
23. C -0.010
24. H 0.113
25. H 0.115
26. S 0.679
27. O -0.276
28. O -0.287
29. N -0.235
30. C -0.165
31. H 0.119
32. C -0.189
33. H 0.129
34. O -0.126
35. C -0.183
36. H 0.129
37. C -0.167
38. H 0.114
39. H 0.134
40. H 0.131
41. H 0.115
42. H 0.134
43. H 0.122
44. H 0.104
45. H 0.144
46. C -0.086
47. H 0.119
48. H 0.135
49. H 0.132
50. H 0.115
51. H 0.102
52. H 0.102
53. H 0.110
54. H 0.085
55. H 0.078
56. H 0.078